1.
{
  "formula": "C5H12N3",
  "method": "the ωB97M-V functional and the def2-TZVPD basis",
  "total_charge": 1,
  "max_force_ev_per_a": 5.82,
  "species": ["C", "N", "N", "C", "C", "C", "N", "C", "H", "H", "H", "H", "H", "H", "H", "H", "H", "H", "H", "H"],
  "positions_angstrom": [[-2.298, 1.663, 0.442], [-1.571, 0.506, 0.090], [-2.158, -0.578, -0.164], [-1.400, -1.645, -0.555], [0.010, -1.834, 0.029], [0.997, -0.844, -0.395], [1.479, 0.110, 0.368], [2.587, 0.938, -0.014], [-2.144, 2.494, -0.275], [-1.914, 2.131, 1.286], [-3.376, 1.447, 0.602], [-1.220, -1.388, -1.685], [-1.984, -2.518, -0.308], [-0.202, -1.781, 1.189], [0.344, -2.816, -0.267], [1.354, -0.819, -1.496], [0.922, 0.274, 1.190], [2.886, 0.468, -0.905], [2.444, 2.076, -0.174], [3.563, 0.920, 0.571]],
  "forces_ev_per_angstrom": [[-2.6027, 0.2035, -1.3178], [1.4053, -2.7591, -0.6533], [-1.7363, 5.2293, 1.8812], [2.2392, -0.7074, -3.1644], [-1.2285, 0.9016, 3.0704], [1.0808, 1.8809, -1.0286], [-0.9372, -1.4712, -0.5653], [1.9615, 2.3971, -0.0134], [-0.2192, -0.8246, -0.3129], [0.9333, 0.2667, 2.0073], [0.5213, 0.2804, -0.2644], [-0.8673, -1.4126, 1.5009], [0.0471, -0.5200, -0.7199], [1.0083, -0.2576, -2.0390], [0.2310, -0.3812, 0.0024], [-0.2699, -0.4096, 1.9665], [0.2087, 0.1013, 0.7182], [0.5915, 0.0846, -1.5781], [-0.6465, -2.0268, 0.2609], [-1.7204, -0.5753, 0.2493]]
}



2.
{
  "formula": "C5H12N3",
  "method": "the ωB97M-V functional and the def2-TZVPD basis",
  "total_charge": 1,
  "max_force_ev_per_a": 4.46,
  "species": ["C", "N", "C", "C", "C", "N", "C", "N", "H", "H", "H", "H", "H", "H", "H", "H", "H", "H", "H", "H"],
  "positions_angstrom": [[2.140, 1.090, -1.342], [1.052, 0.822, -0.362], [-0.215, 0.443, -0.862], [-0.127, -1.204, -0.963], [-0.893, -1.694, -0.012], [-1.493, -0.593, 0.873], [-0.734, -0.556, 2.105], [-1.288, 0.616, 0.014], [2.341, 0.119, -2.005], [1.693, 1.827, -2.053], [3.102, 1.427, -0.831], [1.002, 1.670, 0.124], [-0.598, 0.966, -1.857], [0.257, -1.631, -1.961], [-0.975, -2.708, 0.404], [-2.545, -0.632, 0.842], [0.384, -0.341, 1.838], [-1.219, 0.434, 2.611], [-0.797, -1.454, 2.830], [-1.085, 1.399, 0.606]],
  "forces_ev_per_angstrom": [[-0.2891, -1.6965, -1.7475], [1.8648, -0.3719, 0.0543], [0.3339, -2.6211, -3.5871], [-1.3123, 2.4244, -2.5891], [0.1333, -0.3133, 0.5946], [0.4140, -0.7490, -3.4497], [0.5635, 2.7146, 3.3248], [-1.3582, -0.3782, 1.5810], [-0.1961, 2.0141, 1.6330], [1.0599, -0.1625, 0.2795], [-1.5305, -0.4451, -0.7341], [-0.4312, 1.4692, 1.1340], [1.2307, -1.0996, 1.4717], [-0.1646, 0.2048, 2.3607], [-0.2745, 0.5761, -0.4232], [1.2866, -0.4197, 0.9444], [-2.2200, -0.4571, 0.3611], [1.5519, -2.4612, -0.4153], [-0.3310, 1.3691, -1.5854], [-0.3312, 0.4027, 0.7924]]
}



Asked for orbital gap across the records above, the calculation gives 0.2962; 0.3716 Eh in order.